This record from the Open Molecules 2025 dataset describes a cluster of 2 separate species, C5H12O in total. The level of theory is ωB97M-V/def2-TZVPD.

Each line ends with the Mulliken charge.
Geometry (Å):
C1 2.5113 0.6751 -0.0119  -1.319
C2 1.2138 0.1784 -0.5209  -0.003
C3 0.0208 0.5942 -0.0587  -0.251
C4 -1.2938 0.3023 -0.7208  -0.413
C5 -2.4054 -0.1039 0.2307  -1.048
H1 3.2432 -0.1049 0.0775  0.350
H2 2.9710 1.4043 -0.6581  0.389
H3 2.4950 1.1452 0.9572  0.327
H4 1.2134 -0.3790 -1.4559  0.314
H5 -0.0180 1.3033 0.7758  0.248
H6 -1.1540 -0.4615 -1.4973  0.261
H7 -1.5971 1.2154 -1.2488  0.298
H8 -3.3436 -0.2237 -0.3110  0.356
H9 -2.1705 -1.0524 0.7098  0.255
H10 -2.5593 0.6362 1.0225  0.291
O1 0.2441 -1.7078 1.3454  -0.718
H11 -0.1541 -2.3238 0.7080  0.303
H12 0.7831 -1.0974 0.6566  0.362

## Properties
- LUMO energy (eV) = 1.06
- multiplicity = 1
- Kohn-Sham gap (eV) = 10.3
- largest force on an atom (eV/A) = 3.5
- energy relative to the best compared isomer or geometry (same formula, charge and spin) (kcal per mole) = 29.6
- total charge = 0
- structure (SMILES) = C/C=C/CC.O

=====

This record from the Open Molecules 2025 dataset describes a cluster of 2 separate species, C11H19N2O2 in total. The level of theory is ωB97M-V/def2-TZVPD.

Each line ends with the Löwdin spin population.
Geometry (Å):
C1 1.2652 1.9061 1.4056  0.076
C2 0.9975 3.1869 1.1353  0.201
C3 -1.9112 -2.3755 -0.0703  0.007
C4 -2.2184 0.3082 -2.3148  0.007
C5 -2.5065 -1.2253 -2.1331  0.008
C6 -1.3711 0.7105 -1.0739  0.019
C7 2.2470 0.8321 1.9180  0.092
C8 -1.3775 -1.7434 -1.2531  0.024
C9 0.9751 0.5279 1.1596  0.478
C10 3.5938 0.4494 1.3727  0.021
C11 0.7450 -0.3962 -0.8193  0.512
N1 -0.5953 -0.4982 -1.0010  0.289
N2 -0.1256 -0.0822 2.0035  0.032
O1 -1.6440 -2.0014 1.0194  0.003
O2 1.3638 -1.5880 -0.6276  0.083
H1 0.0167 3.3505 0.6642  0.016
H2 1.5024 4.0714 1.4166  0.015
H3 -2.4469 -3.2151 -0.2984  0.000
H4 -1.7027 0.5037 -3.2351  0.000
H5 -3.0765 0.8628 -2.3411  0.001
H6 -3.4310 -1.2218 -1.5487  0.001
H7 -2.7577 -1.9172 -3.0485  0.001
H8 -0.7799 1.6080 -1.1760  0.002
H9 -2.0753 0.8944 -0.1607  0.015
H10 2.2105 0.4791 2.9830  0.011
H11 -0.6435 -2.4016 -1.7309  0.002
H12 4.4820 1.0251 1.8380  0.000
H13 3.6725 0.6170 0.2903  0.000
H14 3.7007 -0.5391 1.8167  0.004
H15 1.2440 0.4142 -1.3034  0.041
H16 -1.0456 0.3538 1.7563  0.001
H17 0.0657 0.0990 3.0520  0.016
H18 -0.1669 -1.1523 1.7758  0.005
H19 1.7940 -1.8429 -1.4712  0.015

## Properties
- LUMO energy (spin up / spin down) (eV) = -2.65 / -5.32
- multiplicity = 3
- Kohn-Sham gap (spin up / spin down) (eV) = 5.5 / 7.8
- largest force on an atom (eV/A) = 4.8
- energy relative to the best compared isomer or geometry (same formula, charge and spin) (kcal per mole) = 70.0
- total charge = +1

=====

This record from the Open Molecules 2025 dataset describes a structure of composition C27H25ClN4O4Sn. The level of theory is ωB97M-V/def2-TZVPD.

Each line ends with the Mulliken charge.
Geometry (Å):
Sn1 -0.2315 -0.3828 -0.7133  0.472
O1 1.1603 6.8668 -1.1921  -0.719
C1 1.9855 5.9597 -1.3675  0.439
O2 3.1510 5.9334 -1.7854  -0.711
C2 1.4334 4.5340 -0.9846  -0.524
C3 0.0752 4.3286 -0.8202  -0.952
C4 -0.3930 3.0441 -0.5681  1.057
N1 0.4535 2.0242 -0.3916  0.133
C5 1.7682 2.2272 -0.4662  0.774
C6 2.2954 3.4680 -0.8025  -0.929
C7 2.6037 1.0511 -0.1336  0.486
C8 3.9921 1.0872 -0.2303  -0.726
C9 4.7325 0.0176 0.2376  -0.420
C10 4.0730 -1.0649 0.7997  -1.057
C11 2.6916 -1.0629 0.7920  0.242
N2 1.9726 -0.0434 0.3238  0.075
C12 -1.8301 2.7648 -0.3510  0.141
C13 -2.8121 3.7247 -0.6045  -0.766
C14 -4.1082 3.4946 -0.1864  -0.410
C15 -4.3955 2.3201 0.4962  -0.959
C16 -3.3791 1.3952 0.6504  -0.520
N3 -2.1392 1.5895 0.2103  0.156
H1 -0.5695 5.1947 -0.8814  0.493
H2 3.3522 3.6518 -0.9380  0.501
H3 4.4763 1.9475 -0.6662  0.382
H4 5.8122 0.0350 0.1731  0.445
H5 4.6163 -1.9025 1.2123  0.398
H6 2.1311 -1.9138 1.1548  0.429
H7 -2.5556 4.6444 -1.1092  0.350
H8 -4.8784 4.2343 -0.3599  0.430
H9 -5.3826 2.1298 0.8948  0.401
H10 -3.5396 0.4626 1.1805  0.878
Cl1 -0.4337 -6.0412 -1.6885  -0.231
C17 0.7845 -4.8268 -1.2483  -0.471
C18 0.2862 -3.3724 -1.3230  0.491
O3 -0.8388 -3.1189 -1.7945  -0.610
O4 1.1057 -2.5494 -0.8435  -0.652
H11 1.6342 -4.9521 -1.9143  0.354
H12 1.1003 -5.0305 -0.2292  0.292
C19 -4.0267 -3.3248 -2.3261  -0.831
N4 -4.2187 -3.0369 -0.8793  0.248
C20 -5.6568 -2.8972 -0.5591  -1.059
C21 -3.4243 -1.8415 -0.4005  -1.048
C22 -2.5723 -2.1457 0.8227  1.262
C23 -3.0919 -2.9684 1.8245  -0.497
C24 -2.3734 -3.2182 2.9830  -0.869
C25 -1.1396 -2.6132 3.1577  -0.995
C26 -0.6334 -1.7879 2.1648  -0.564
C27 -1.3124 -1.5478 0.9661  0.241
H13 -4.4645 -4.2918 -2.5656  0.388
H14 -2.9599 -3.3401 -2.5384  0.307
H15 -4.5012 -2.5393 -2.9117  0.354
H16 -3.8424 -3.8315 -0.3575  0.473
H17 -6.0639 -2.0729 -1.1402  0.396
H18 -5.7844 -2.6774 0.4983  0.354
H19 -6.1905 -3.8115 -0.8098  0.390
H20 -4.1335 -1.0457 -0.1702  0.435
H21 -2.7843 -1.5175 -1.2156  0.147
H22 -4.0823 -3.4111 1.7398  0.236
H23 -2.7843 -3.8621 3.7495  0.402
H24 -0.5752 -2.7911 4.0649  0.414
H25 0.3324 -1.3139 2.3095  0.654

## Properties
- LUMO energy (eV) = -0.49
- multiplicity = 1
- Kohn-Sham gap (eV) = 7.0
- largest force on an atom (eV/A) = 0.8
- total charge = 0

=====

This record from the Open Molecules 2025 dataset describes an isolated molecule of C17H19N3O3S. The level of theory is ωB97M-V/def2-TZVPD.

Each line ends with the Mulliken charge.
Geometry (Å):
C1 -3.9469 -1.1077 -0.5425  -1.458
C2 -2.9709 0.0096 -0.3571  1.284
N1 -3.0564 0.6510 0.8043  -0.600
C3 -2.2136 1.6430 1.0049  0.105
S1 -2.2317 2.4112 2.5824  -0.220
C4 -0.8013 3.5248 2.3772  -0.723
C5 0.3942 2.8795 1.6796  0.388
O1 1.1077 3.5253 0.9490  -0.643
N2 0.6161 1.5898 2.0670  -0.136
C6 1.3474 0.6288 1.3615  0.364
C7 2.3632 0.9655 0.4710  -0.493
C8 3.0329 -0.0294 -0.2115  -0.901
C9 2.7100 -1.3672 -0.0257  0.542
C10 1.6730 -1.7051 0.8479  0.221
C11 1.0052 -0.7062 1.5402  -0.391
O2 1.2733 -3.0038 1.0429  -0.464
C12 1.7829 -3.8968 0.0780  -0.440
C13 3.2638 -3.6163 -0.1740  -0.469
O3 3.4272 -2.3227 -0.7082  -0.457
N3 -1.3120 2.0868 0.1511  -0.274
C14 -1.1933 1.4515 -1.0063  1.079
C15 -0.1354 1.9583 -1.9249  -1.571
C16 -2.0156 0.3616 -1.3171  0.142
C17 -1.8483 -0.3601 -2.6160  -1.785
H1 -3.4234 -2.0549 -0.6608  0.372
H2 -4.5613 -0.9372 -1.4247  0.360
H3 -4.5854 -1.1612 0.3342  0.356
H4 -0.5270 3.8365 3.3859  0.385
H5 -1.1060 4.3967 1.7998  0.378
H6 -0.0746 1.1993 2.6983  0.268
H7 2.6149 2.0002 0.3168  0.551
H8 3.8282 0.2110 -0.8986  0.428
H9 0.2083 -0.9949 2.2088  0.400
H10 1.2301 -3.7845 -0.8654  0.266
H11 1.6298 -4.9017 0.4742  0.346
H12 3.8131 -3.7047 0.7736  0.284
H13 3.6798 -4.3102 -0.9058  0.344
H14 0.5794 1.1666 -2.1445  0.284
H15 -0.5740 2.2929 -2.8639  0.487
H16 0.3819 2.7848 -1.4467  0.332
H17 -2.5410 -1.1904 -2.7049  0.409
H18 -0.8310 -0.7422 -2.7003  0.308
H19 -2.0135 0.3222 -3.4495  0.344

## Properties
- LUMO energy (eV) = 0.62
- multiplicity = 1
- Kohn-Sham gap (eV) = 8.5
- largest force on an atom (eV/A) = 0.6
- energy relative to the best compared isomer or geometry (same formula, charge and spin) (kcal per mole) = 14.5
- total charge = 0
- structure (SMILES) = Cc1nc(SCC(=O)Nc2ccc3c(c2)OCCO3)nc(C)c1C